[1]
{
  "formula": "C8H3F9N2O4ReS3",
  "method": "the ωB97M-V functional and the def2-TZVPD basis",
  "species": ["Re", "F", "C", "F", "F", "S", "O", "O", "N", "S", "O", "O", "C", "F", "F", "F", "F", "C", "F", "F", "C", "C", "C", "C", "N", "C", "S", "H", "H", "H"],
  "xyz": [[0.12405, -0.23470, -0.48680], [2.18852, -4.62500, -1.47370], [2.83277, -3.50691, -1.46265], [3.76450, -3.44740, -0.57158], [3.20278, -3.10624, -2.63196], [1.50143, -2.17816, -0.84355], [2.17705, -0.85833, -0.53852], [0.66174, -2.59075, 0.28496], [0.45072, -1.65426, -2.04457], [-1.20556, -2.00930, -2.06846], [-1.70264, -0.96964, -1.03715], [-1.59603, -3.35158, -1.91163], [-1.67457, -1.25054, -3.76039], [-1.02951, -1.93347, -4.65874], [-2.96341, -1.39807, -3.83276], [-1.31615, 0.00758, -3.74842], [-0.95853, 4.59672, 0.51513], [-0.25294, 4.36325, 1.63604], [1.02459, 4.68041, 1.39300], [-0.71834, 5.13399, 2.60961], [-0.35864, 2.89836, 2.00276], [-0.60136, 2.46283, 3.29502], [-0.66416, 1.09900, 3.60146], [-0.47896, 0.18140, 2.60024], [-0.24366, 0.62493, 1.34249], [-0.18327, 1.92601, 1.03892], [0.13281, 2.06418, -0.69066], [-0.74721, 3.20190, 4.07354], [-0.85459, 0.76131, 4.60963], [-0.51141, -0.88753, 2.75876]],
  "atomic_forces_ev_per_a": [[-0.7, 1.5, 0.9], [-0.1, -0.2, 0.0], [-0.1, 0.1, 0.1], [0.1, 0.0, 0.1], [0.0, 0.1, -0.2], [0.1, -0.7, 0.2], [-0.1, -0.6, -0.3], [0.5, 0.1, -0.7], [-0.2, 0.1, 0.4], [0.3, 0.1, 0.2], [0.3, -0.5, -0.6], [-0.1, 0.2, 0.0], [0.0, -0.2, 0.1], [0.0, -0.1, -0.1], [-0.1, 0.0, -0.1], [0.0, 0.1, 0.1], [0.1, 0.0, 0.2], [0.0, 0.2, -0.1], [-0.2, -0.1, 0.0], [0.1, -0.1, -0.1], [0.0, -0.1, -0.1], [0.0, 0.0, 0.2], [0.0, 0.1, 0.0], [0.0, 0.1, -0.2], [0.0, -0.5, 0.2], [-0.1, 0.4, 0.3], [0.1, -0.2, -0.4], [0.0, 0.0, 0.0], [0.0, 0.0, 0.0], [0.0, 0.0, 0.0]],
  "largest_force_ev_per_a": 1.92,
  "charge": 2,
  "homo_ev": [-16.43, -16.92],
  "spin_multiplicity": 4,
  "e_tot_ev": -78586.368
}

---

[2]
{
  "formula": "C4H10NO2",
  "method": "the ωB97M-V functional and the def2-TZVPD basis",
  "species": ["N", "C", "O", "H", "H", "H", "H", "O", "C", "C", "C", "H", "H", "H", "H", "H", "H"],
  "xyz": [[-1.89683, 0.67463, 1.31109], [-1.16027, -0.53604, 1.81095], [-0.35518, -1.03790, 0.86363], [-2.36800, 0.40084, 0.45677], [-2.55843, 1.02431, 1.99687], [-0.59763, -0.19053, 2.70552], [-1.93716, -1.26717, 2.16914], [-0.17176, -0.52464, -3.04074], [0.05629, -0.53489, -1.84322], [1.45353, -0.34860, -1.30471], [1.57755, 0.91663, -0.45731], [-0.71817, -0.67250, -1.07079], [2.15584, -0.34450, -2.14188], [1.66917, -1.22782, -0.69014], [1.30614, 1.79296, -1.05302], [2.61523, 1.04009, -0.12429], [0.92969, 0.83515, 0.41212]],
  "atomic_forces_ev_per_a": [[0.5, 0.3, 0.0], [0.3, -0.4, -0.6], [-0.5, -0.1, 0.5], [-0.2, 0.0, 0.1], [-0.2, -0.1, -0.1], [-0.1, 0.1, 0.3], [0.1, 0.0, 0.1], [-0.1, -0.1, 0.1], [0.3, 0.2, -0.4], [0.0, -0.3, 0.0], [0.2, 0.0, -0.1], [0.1, 0.0, 0.0], [-0.1, 0.1, -0.1], [-0.1, 0.1, 0.2], [0.0, 0.0, 0.1], [-0.1, 0.0, 0.0], [-0.1, 0.0, 0.0]],
  "largest_force_ev_per_a": 0.71,
  "relative_energy_ev": 2.6198,
  "charge": -1,
  "homo_ev": -2.91,
  "e_tot_ev": -9894.826
}

---

[3]
{
  "formula": "C55H66AuN3O6S2",
  "method": "the ωB97M-V functional and the def2-TZVPD basis",
  "species": ["Au", "C", "O", "C", "C", "C", "C", "C", "C", "C", "C", "C", "C", "C", "C", "C", "C", "C", "C", "C", "C", "C", "C", "C", "C", "C", "C", "C", "C", "C", "C", "C", "C", "O", "C", "C", "C", "C", "C", "O", "C", "C", "C", "C", "C", "C", "O", "C", "C", "C", "C", "H", "H", "H", "H", "H", "H", "H", "H", "H", "H", "H", "H", "H", "H", "H", "H", "H", "H", "H", "H", "H", "H", "H", "H", "H", "H", "H", "H", "H", "H", "H", "H", "H", "H", "H", "H", "H", "H", "H", "H", "H", "H", "H", "H", "H", "H", "H", "H", "H", "H", "H", "H", "H", "H", "H", "H", "H", "H", "N", "C", "C", "C", "C", "C", "C", "S", "O", "O", "N", "C", "S", "C", "C", "N", "H", "H", "H", "H", "H", "H", "H", "H"],
  "xyz": [[-0.07082, -0.94722, -0.04178], [3.40043, -1.01265, -1.09136], [2.54152, -0.76608, 0.02265], [2.67731, 0.35993, 0.80904], [2.67331, 0.11727, 2.18251], [2.58852, -1.29335, 2.72473], [1.25225, -1.76379, 3.29660], [1.27551, -2.71010, 4.30995], [0.11542, -3.24526, 4.86807], [-1.10146, -2.76353, 4.40535], [-1.18545, -1.81190, 3.38961], [-2.57548, -1.39451, 2.91962], [-2.73487, 0.00587, 2.37088], [-2.80999, 1.09610, 3.21746], [-2.94041, 2.39959, 2.73815], [-2.94990, 2.57561, 1.36250], [-2.85202, 1.51146, 0.46378], [-2.76763, 1.83103, -1.01646], [-1.40680, 2.12772, -1.65758], [-1.43205, 2.88197, -2.82157], [-0.27457, 3.28362, -3.48348], [0.93781, 2.96353, -2.89128], [1.02312, 2.20513, -1.72704], [2.43265, 1.96962, -1.17934], [2.62528, 1.64923, 0.29108], [2.74900, 2.70526, 1.19491], [2.83422, 2.51227, 2.56623], [2.77378, 1.20099, 3.03608], [3.01182, 3.66214, 3.55744], [4.33199, 3.47250, 4.31682], [3.04913, 5.02193, 2.86186], [1.84814, 3.66244, 4.55719], [-0.15847, 1.72526, -1.15832], [-0.09872, 0.99829, -0.02502], [-0.38103, 4.05253, -4.79994], [-1.09720, 3.16848, -5.83132], [0.98944, 4.42729, -5.36173], [-1.18633, 5.34075, -4.58795], [-2.83060, 0.22877, 0.99821], [-2.71333, -0.91328, 0.22707], [-3.60991, -1.19255, -0.83827], [-3.08914, 3.55641, 3.72501], [-3.21312, 4.90486, 3.01738], [-1.86411, 3.60455, 4.64734], [-4.35154, 3.33749, 4.57004], [0.00054, -1.34422, 2.81207], [-0.05506, -0.41001, 1.84305], [0.22270, -4.34588, 5.92466], [0.91866, -5.56536, 5.30227], [-1.14444, -4.78912, 6.44340], [1.04932, -3.84456, 7.11556], [4.31652, -0.42681, -1.00496], [3.64735, -2.07439, -1.06873], [2.89110, -0.79135, -2.02818], [2.89124, -1.99190, 1.94244], [3.32232, -1.39216, 3.52797], [2.24356, -3.03794, 4.67498], [-2.02664, -3.12080, 4.83985], [-2.91387, -2.11111, 2.16894], [-3.24598, -1.50520, 3.77493], [-2.74173, 0.91600, 4.28549], [-2.97981, 3.57395, 0.94429], [-3.27517, 1.07263, -1.60650], [-3.35193, 2.74112, -1.17168], [-2.40066, 3.17596, -3.21509], [1.86356, 3.30753, -3.33462], [2.92290, 1.22954, -1.80588], [2.96929, 2.90174, -1.37174], [2.72408, 3.70924, 0.78975], [2.78422, 1.00818, 4.10422], [5.17495, 3.43654, 3.62403], [4.49160, 4.30227, 5.00980], [4.33199, 2.54623, 4.89291], [3.86856, 5.08680, 2.14363], [2.11569, 5.23373, 2.33663], [3.19727, 5.80531, 3.60788], [1.80235, 2.73009, 5.12122], [1.96107, 4.48152, 5.27195], [0.89497, 3.78658, 4.03958], [-0.56799, 2.22290, -5.96447], [-2.11831, 2.94089, -5.51987], [-1.14486, 3.67697, -6.79746], [1.59650, 3.54387, -5.56692], [0.85879, 4.96750, -6.30146], [1.54359, 5.07541, -4.68004], [-2.19954, 5.13149, -4.24322], [-0.70437, 5.98169, -3.84726], [-1.26057, 5.89673, -5.52578], [-4.55598, -0.66613, -0.69950], [-3.16770, -0.93036, -1.79791], [-3.78766, -2.26838, -0.82357], [-2.32150, 5.13872, 2.43232], [-4.07753, 4.93434, 2.35141], [-3.33935, 5.69342, 3.76181], [-0.95000, 3.74704, 4.06797], [-1.95416, 4.43109, 5.35659], [-1.75570, 2.68290, 5.22027], [-5.23626, 3.27057, 3.93373], [-4.28761, 2.41791, 5.15330], [-4.48949, 4.16994, 5.26422], [0.39240, -5.89361, 4.40312], [1.94973, -5.34146, 5.02494], [0.93246, -6.39567, 6.01224], [-1.76781, -5.20116, 5.64746], [-1.00869, -5.56917, 7.19484], [-1.68726, -3.96620, 6.91210], [2.04838, -3.53174, 6.81181], [0.56229, -2.99315, 7.59440], [1.15950, -4.63772, 7.85909], [-5.03724, -2.10491, -5.87727], [-3.76386, -2.06425, -5.33365], [-2.89969, -3.15045, -5.46752], [-1.61236, -3.09218, -4.96120], [-1.17559, -1.94378, -4.31762], [-2.02440, -0.84535, -4.19376], [-3.30545, -0.90396, -4.69657], [0.41782, -1.86857, -3.60070], [1.13220, -3.04318, -4.02922], [0.95150, -0.55800, -3.82560], [0.18312, -1.97829, -2.00945], [0.11976, -3.15951, -1.35966], [0.30456, -4.82405, -1.74643], [0.10757, -5.21658, -0.05715], [-0.05792, -4.11101, 0.69616], [-0.06651, -2.97010, -0.06709], [-5.42248, -3.01727, -6.05366], [-5.70616, -1.45136, -5.50610], [-3.23928, -4.04373, -5.97764], [-0.93663, -3.92944, -5.07154], [-1.65706, 0.06200, -3.72670], [-3.96113, -0.04484, -4.61459], [0.13757, -6.24030, 0.27381], [-0.19189, -4.05025, 1.76660]],
  "atomic_forces_ev_per_a": [[0.2, -0.1, -0.5], [0.0, 0.1, 0.2], [0.2, -0.2, -0.3], [0.0, -0.1, -0.2], [0.1, 0.1, 0.0], [-0.1, 0.0, 0.1], [0.1, -0.1, 0.0], [0.1, 0.0, 0.0], [0.0, -0.1, 0.0], [0.0, 0.1, 0.0], [-0.2, -0.2, 0.0], [0.2, 0.1, 0.0], [-0.2, 0.1, 0.1], [0.1, 0.0, 0.1], [-0.1, -0.1, 0.0], [0.2, 0.0, 0.0], [0.0, 0.0, 0.1], [0.1, 0.0, 0.0], [-0.2, 0.0, -0.1], [0.0, 0.0, 0.0], [0.0, 0.0, -0.1], [0.0, 0.0, 0.0], [0.2, 0.1, -0.2], [-0.1, 0.0, 0.1], [0.1, 0.0, 0.1], [-0.2, 0.0, 0.0], [0.1, 0.0, 0.0], [-0.1, 0.0, 0.1], [-0.1, 0.0, 0.0], [0.0, 0.0, 0.0], [0.0, 0.0, 0.0], [0.0, 0.0, 0.0], [0.0, -0.2, 0.5], [-0.1, 0.6, -0.4], [0.0, 0.0, 0.1], [0.0, 0.0, 0.0], [0.0, 0.0, 0.0], [0.0, 0.0, 0.0], [0.0, -0.1, -0.2], [-0.1, -0.1, -0.2], [0.0, 0.0, 0.2], [0.1, 0.0, 0.0], [0.0, 0.0, 0.0], [0.0, 0.0, 0.0], [0.0, 0.0, 0.0], [0.0, 0.2, -0.2], [-0.1, -0.1, 0.6], [0.0, 0.1, 0.0], [0.0, 0.0, 0.0], [0.0, 0.0, 0.0], [0.0, 0.0, 0.0], [0.0, 0.0, 0.0], [0.0, 0.0, 0.0], [0.0, 0.0, 0.0], [0.0, 0.0, 0.0], [0.0, 0.0, 0.0], [0.0, 0.0, 0.0], [0.0, 0.0, 0.0], [0.0, 0.0, 0.0], [0.0, 0.0, 0.0], [-0.1, 0.0, 0.0], [-0.1, 0.0, 0.0], [0.0, -0.1, -0.1], [0.0, 0.0, 0.0], [0.0, 0.0, 0.0], [0.0, 0.0, 0.0], [-0.1, -0.1, -0.1], [0.0, 0.0, 0.0], [0.1, 0.0, 0.0], [0.0, 0.0, 0.0], [0.0, 0.0, 0.0], [0.0, 0.0, 0.0], [0.0, 0.0, 0.0], [0.0, 0.0, 0.0], [0.0, 0.0, 0.0], [0.0, 0.0, 0.0], [0.0, 0.0, 0.0], [0.0, 0.0, 0.0], [0.2, 0.0, 0.0], [0.0, 0.0, 0.0], [0.0, 0.0, 0.0], [0.0, 0.0, 0.0], [0.0, 0.0, 0.0], [0.0, 0.0, 0.0], [0.0, 0.0, 0.0], [0.0, 0.0, 0.0], [0.0, 0.0, 0.0], [0.0, 0.0, 0.0], [0.0, 0.0, 0.0], [0.0, 0.0, -0.1], [0.0, 0.0, 0.0], [0.0, 0.0, 0.0], [0.0, 0.0, 0.0], [0.0, 0.0, 0.0], [-0.2, 0.0, 0.0], [0.0, 0.0, 0.0], [0.0, 0.0, 0.0], [0.0, 0.0, 0.0], [0.0, 0.0, 0.0], [0.0, 0.0, 0.0], [0.0, 0.0, 0.0], [0.0, 0.0, 0.0], [0.0, 0.0, 0.0], [0.0, 0.0, 0.0], [0.0, 0.0, 0.0], [0.0, 0.0, 0.0], [0.0, 0.0, 0.0], [0.0, 0.0, 0.0], [0.0, 0.0, 0.0], [0.0, 0.0, 0.0], [-0.1, 0.1, 0.0], [0.1, -0.1, 0.0], [0.0, 0.0, 0.0], [-0.3, 0.1, 0.0], [0.2, 0.0, -0.1], [0.0, 0.0, 0.0], [0.2, 0.3, -0.4], [0.0, -0.1, 0.1], [0.0, 0.0, 0.0], [-0.3, 0.0, 0.6], [0.2, 0.0, 0.2], [0.0, 0.0, 0.0], [0.0, 0.0, 0.0], [-0.1, 0.0, -0.3], [0.0, -0.3, 0.5], [0.0, 0.0, 0.0], [0.0, 0.0, 0.0], [0.0, 0.0, 0.0], [0.0, 0.0, 0.0], [0.0, 0.0, 0.1], [0.0, 0.0, 0.0], [0.0, 0.0, 0.0], [0.0, 0.0, 0.0]],
  "largest_force_ev_per_a": 0.75,
  "charge": 0,
  "homo_ev": [-7.66, -7.66],
  "e_tot_ev": -100223.540
}

---

Copy entry 2 word for word.
{
  "formula": "C4H10NO2",
  "method": "the ωB97M-V functional and the def2-TZVPD basis",
  "species": ["N", "C", "O", "H", "H", "H", "H", "O", "C", "C", "C", "H", "H", "H", "H", "H", "H"],
  "xyz": [[-1.89683, 0.67463, 1.31109], [-1.16027, -0.53604, 1.81095], [-0.35518, -1.03790, 0.86363], [-2.36800, 0.40084, 0.45677], [-2.55843, 1.02431, 1.99687], [-0.59763, -0.19053, 2.70552], [-1.93716, -1.26717, 2.16914], [-0.17176, -0.52464, -3.04074], [0.05629, -0.53489, -1.84322], [1.45353, -0.34860, -1.30471], [1.57755, 0.91663, -0.45731], [-0.71817, -0.67250, -1.07079], [2.15584, -0.34450, -2.14188], [1.66917, -1.22782, -0.69014], [1.30614, 1.79296, -1.05302], [2.61523, 1.04009, -0.12429], [0.92969, 0.83515, 0.41212]],
  "atomic_forces_ev_per_a": [[0.5, 0.3, 0.0], [0.3, -0.4, -0.6], [-0.5, -0.1, 0.5], [-0.2, 0.0, 0.1], [-0.2, -0.1, -0.1], [-0.1, 0.1, 0.3], [0.1, 0.0, 0.1], [-0.1, -0.1, 0.1], [0.3, 0.2, -0.4], [0.0, -0.3, 0.0], [0.2, 0.0, -0.1], [0.1, 0.0, 0.0], [-0.1, 0.1, -0.1], [-0.1, 0.1, 0.2], [0.0, 0.0, 0.1], [-0.1, 0.0, 0.0], [-0.1, 0.0, 0.0]],
  "largest_force_ev_per_a": 0.71,
  "relative_energy_ev": 2.6198,
  "charge": -1,
  "homo_ev": -2.91,
  "e_tot_ev": -9894.826
}